1.
Entry from the OMol25 dataset: a structure of composition C34H24F6N7O7S3Sn in a non-equilibrium geometry (ωB97M-V/def2-TZVPD).

Values from the calculation:
energy above the lowest of the compared OMol25 structures with the same formula, charge and spin: 0.0 kcal per mole
HOMO (spin up / spin down): -0.189 / -0.185 Ha

```
! wB97M-V def2-TZVPD RIJCOSX def2/J DEFGRID3
* xyz 0 2
Sn 0.896 -0.862 -0.217
O -1.158 0.826 -2.124
S -2.547 1.185 -2.466
O -2.872 2.020 -3.596
N -2.880 2.925 0.792
C -3.661 1.991 1.350
C -4.980 1.844 0.854
C -5.922 1.057 1.544
C -5.562 0.271 2.606
C -4.218 0.324 3.061
C -3.718 -0.470 4.094
C -2.359 -0.362 4.431
C -1.547 0.526 3.751
N -1.979 1.354 2.827
C -3.260 1.232 2.477
C -3.462 -0.395 -2.745
C -3.280 -1.514 -1.927
C -4.070 -2.641 -2.109
C -4.940 -2.730 -3.202
C -5.136 -1.594 -3.986
C -4.376 -0.451 -3.793
H -5.271 2.437 -0.019
H -6.962 1.068 1.211
H -6.336 -0.342 3.146
H -4.367 -1.222 4.585
H -1.850 -1.058 5.179
H -0.487 0.634 3.916
H -2.495 -1.432 -1.158
H -4.056 -3.462 -1.347
H -5.573 -3.623 -3.295
H -5.924 -1.568 -4.765
H -4.435 0.457 -4.417
F 1.023 -4.859 -4.094
C 1.786 -3.758 -4.247
F 3.038 -4.020 -3.816
F 1.788 -3.486 -5.558
S 1.008 -2.226 -3.325
O 1.075 -2.456 -1.834
O -0.338 -2.144 -3.793
N 1.988 -1.130 -3.758
S 2.662 0.035 -3.042
O 2.693 -0.065 -1.531
O 2.397 1.365 -3.506
C 4.543 -0.094 -3.300
F 4.959 0.383 -4.519
F 5.004 -1.362 -3.139
F 5.176 0.647 -2.378
N 3.064 9.446 1.395
C 2.667 8.336 1.298
C 2.191 7.055 1.097
C 1.884 6.562 -0.187
C 1.031 5.498 -0.360
C 0.470 4.878 0.806
C 0.940 5.282 2.115
C 1.818 6.338 2.268
C -0.651 4.092 0.841
C -1.736 3.414 0.853
H 2.308 7.143 -1.013
H 0.729 5.172 -1.382
H 0.448 4.793 2.979
H 2.159 6.680 3.259
N 4.426 0.905 2.178
C 4.311 -0.236 3.022
C 3.212 -0.914 2.551
N 2.677 -0.228 1.468
C 3.421 0.893 1.313
H 5.133 1.625 2.220
H 5.002 -0.453 3.837
H 2.875 -1.874 2.917
H 3.256 1.676 0.573
O 1.132 -2.570 1.129
N 1.758 -3.804 1.077
C 1.227 -4.770 1.853
C 1.849 -5.992 1.859
C 2.961 -6.226 1.050
C 3.528 -5.172 0.326
C 2.900 -3.918 0.392
H 0.359 -4.501 2.442
H 1.440 -6.805 2.465
H 3.431 -7.207 0.949
H 4.457 -5.271 -0.251
H 3.303 -3.099 -0.155
*
```


2.
Entry from the OMol25 dataset: a structure of composition C34H25AsN8SW in a non-equilibrium geometry (ωB97M-V/def2-TZVPD).

Values from the calculation:
energy above the lowest of the compared OMol25 structures with the same formula, charge and spin: 51.4 kcal per mole
HOMO (spin up / spin down): -0.506 / -0.510 Ha

```
! wB97M-V def2-TZVPD RIJCOSX def2/J DEFGRID3
* xyz 2 3
W 0.734 -0.422 0.005
N 4.107 -3.265 -0.081
C 3.528 -2.086 -0.108
N 2.405 -1.819 0.538
C 1.800 -2.811 1.291
N 0.726 -2.577 1.979
N 0.195 -1.235 1.875
C -0.331 -0.817 2.967
C -1.287 0.278 3.054
C -1.658 0.732 4.307
C -2.657 1.704 4.375
C -3.235 2.129 3.196
C -2.799 1.585 1.978
N -1.843 0.682 1.903
C 2.351 -4.162 1.280
C 1.748 -5.247 1.923
C 2.341 -6.488 1.858
C 3.537 -6.669 1.153
C 4.145 -5.613 0.510
C 3.538 -4.367 0.585
H 4.946 -3.403 -0.632
H 3.991 -1.307 -0.702
H -0.136 -1.407 3.862
H -1.192 0.341 5.201
H -2.978 2.096 5.329
H -4.028 2.863 3.197
H -3.252 1.901 1.042
H 0.825 -5.095 2.463
H 1.882 -7.331 2.354
H 3.990 -7.650 1.105
H 5.057 -5.753 -0.055
S 2.314 0.766 -1.225
C 1.516 1.684 -2.536
C 2.320 2.175 -3.555
C 1.722 2.810 -4.637
C 0.345 2.956 -4.703
C -0.457 2.483 -3.669
C 0.137 1.851 -2.589
As -0.774 1.337 -0.995
C -2.633 1.202 -1.302
C -3.244 -0.046 -1.232
C -4.605 -0.153 -1.483
C -5.347 0.977 -1.796
C -4.734 2.222 -1.860
C -3.374 2.340 -1.614
C -0.328 2.820 0.149
C 0.554 2.536 1.182
C 1.019 3.508 2.048
C 0.572 4.814 1.872
C -0.301 5.122 0.839
C -0.745 4.132 -0.031
H 3.394 2.052 -3.519
H 2.343 3.185 -5.439
H -0.109 3.441 -5.555
H -1.531 2.602 -3.722
H -2.676 -0.938 -0.984
H -5.087 -1.119 -1.434
H -6.406 0.892 -1.994
H -5.312 3.103 -2.106
H -2.914 3.317 -1.675
H 0.925 1.504 1.337
H 1.714 3.265 2.840
H 0.920 5.595 2.534
H -0.631 6.142 0.698
H -1.402 4.405 -0.845
N 0.184 -1.807 -1.244
C 0.545 -2.726 -1.930
N 0.879 -3.641 -2.660
C 1.925 -4.452 -2.522
N 2.833 -5.143 -2.396
*
```


3.
Entry from the OMol25 dataset: a structure of composition C34H25CrF2N2PSe3 in a non-equilibrium geometry (ωB97M-V/def2-TZVPD).

Values from the calculation:
HOMO (spin up / spin down): 0.027 / -0.044 Ha

```
! wB97M-V def2-TZVPD RIJCOSX def2/J DEFGRID3
* xyz -2 5
Cr -1.506 -0.014 -0.328
Se 3.218 0.067 -1.897
P 2.384 1.512 -0.595
Se 0.188 1.959 -0.304
C 2.795 1.109 1.126
C 2.155 1.837 2.134
C 2.340 1.442 3.437
C 3.182 0.394 3.773
C 3.817 -0.336 2.774
C 3.681 0.070 1.458
C 3.267 3.056 -1.141
C 3.409 4.179 -0.326
C 4.105 5.313 -0.786
C 4.900 5.165 -1.958
C 4.700 4.078 -2.804
C 3.818 3.104 -2.414
H 1.636 2.781 1.829
H 1.876 1.978 4.263
H 3.383 0.120 4.835
H 4.481 -1.126 3.097
H 4.169 -0.566 0.736
H 3.050 4.083 0.668
H 4.058 6.222 -0.237
H 5.581 5.897 -2.292
H 5.194 4.037 -3.784
H 3.608 2.232 -3.030
F -4.797 4.553 0.104
C -4.493 3.266 -0.403
C -3.328 2.592 0.013
C -3.079 1.300 -0.486
C -4.022 0.668 -1.375
C -5.064 1.471 -1.813
F -5.916 1.046 -2.835
C -5.390 2.709 -1.322
C -3.877 -0.757 -1.712
C -4.743 -1.446 -2.584
C -4.626 -2.816 -2.740
C -3.630 -3.478 -1.981
C -2.872 -2.748 -1.062
N -2.900 -1.375 -0.992
H -2.684 2.981 0.753
H -6.245 3.316 -1.621
H -5.332 -0.776 -3.190
H -5.199 -3.304 -3.560
H -3.484 -4.574 -2.110
H -2.147 -3.202 -0.352
Se 0.150 -1.065 -1.871
C 0.756 -2.828 -1.301
C 0.211 -4.125 -1.602
C 0.923 -5.261 -1.126
N 2.105 -5.151 -0.565
C 2.666 -3.971 -0.359
C 1.985 -2.809 -0.665
H -0.639 -4.091 -2.231
H 0.551 -6.284 -1.238
H 3.599 -3.944 0.178
H 2.443 -1.784 -0.583
C -1.236 -1.798 4.094
C -0.130 -1.824 3.246
C -0.143 -1.303 1.943
C -1.371 -0.958 1.443
C -2.549 -1.200 2.163
C -2.507 -1.466 3.530
H -1.169 -2.081 5.128
H 0.819 -2.137 3.685
H 0.794 -1.234 1.355
H -3.525 -1.104 1.639
H -3.392 -1.597 4.171
*
```